Entry 1:
Entry from the Open Molecules 2025 dataset: a structure of composition C43H72F3InN14O7PS in a non-equilibrium geometry (the ωB97M-V functional and the def2-TZVPD basis).

Last column: Mulliken charge in e.
Cartesian coordinates (Å):
1 C -3.28 -3.87 3.03  -0.91
2 C -2.86 -3.99 1.45  -0.25
3 C -4.17 -4.15 0.45  0.01
4 C -4.52 -2.77 -0.40  -0.47
5 C -3.53 -2.75 -1.73  -0.27
6 C -3.12 -1.20 -2.19  -0.35
7 C -1.47 -1.19 -2.33  -0.56
8 C -0.90 0.15 -3.15  0.13
9 C 0.66 0.41 -2.59  -0.28
10 C 1.59 1.20 -3.69  -0.23
11 C 1.23 2.79 -3.88  -0.40
12 In 1.53 4.02 -1.96  0.66
13 C 2.05 6.14 -2.72  -1.04
14 C 3.10 6.94 -1.75  0.56
15 C 2.53 7.27 -0.24  0.40
16 O 2.29 8.56 0.12  -0.66
17 O 2.31 6.24 0.78  -0.17
18 P 3.46 3.09 -0.56  0.48
19 O 4.28 2.05 -1.49  -0.63
20 O 2.95 2.20 0.86  -0.40
21 O 4.57 4.37 -0.10  -0.53
22 S -0.70 3.95 -0.78  0.73
23 O -1.76 4.46 -1.81  -0.66
24 O -1.10 2.46 -0.46  -0.55
25 C -0.73 4.85 0.86  0.47
26 F -2.09 4.58 1.46  -0.24
27 F 0.25 4.37 1.87  -0.18
28 F -0.69 6.35 0.67  -0.24
29 H -3.28 -4.94 3.54  0.24
30 H -2.55 -3.21 3.66  0.28
31 H -4.40 -3.46 3.12  0.22
32 H -2.26 -3.02 1.14  0.20
33 H -2.21 -4.97 1.28  0.25
34 H -3.93 -5.01 -0.30  -0.10
35 H -5.08 -4.49 1.14  -0.05
36 H -5.66 -2.80 -0.67  0.29
37 H -4.34 -1.86 0.32  0.15
38 H -4.08 -3.35 -2.58  0.16
39 H -2.54 -3.35 -1.44  0.21
40 H -3.68 -0.96 -3.20  0.26
41 H -3.52 -0.45 -1.36  0.19
42 H -1.19 -2.18 -2.91  0.12
43 H -1.01 -1.15 -1.23  0.13
44 H -0.87 -0.16 -4.30  0.03
45 H -1.61 1.07 -2.97  0.25
46 H 1.12 -0.69 -2.50  0.28
47 H 0.69 0.86 -1.51  -0.01
48 H 1.37 0.68 -4.74  -0.07
49 H 2.74 1.06 -3.51  0.19
50 H 1.97 3.22 -4.69  -0.05
51 H 0.10 2.92 -4.16  0.28
52 H 1.05 6.70 -2.96  0.35
53 H 2.64 5.94 -3.74  0.05
54 H 4.16 6.41 -1.68  -0.38
55 H 3.31 7.99 -2.27  0.32
56 H 1.73 6.67 1.47  0.14
57 H 3.65 1.52 1.13  0.20
58 H 5.22 4.47 -0.86  0.30
59 C -6.98 -7.20 2.06  -0.95
60 C -5.54 -6.91 1.97  0.46
61 N -4.40 -6.69 1.89  -0.36
62 H -7.19 -8.26 1.89  0.26
63 H -7.38 -6.94 3.04  0.36
64 H -7.55 -6.63 1.31  0.28
65 C -3.59 2.28 3.31  -0.52
66 C -4.42 1.06 3.20  0.35
67 N -5.07 0.10 3.12  -0.45
68 H -2.85 2.19 4.11  0.30
69 H -3.04 2.48 2.39  0.06
70 H -4.20 3.16 3.53  0.30
71 C -3.64 -9.73 -0.94  -0.90
72 C -4.99 -9.19 -0.73  0.45
73 N -6.06 -8.76 -0.57  -0.49
74 H -3.54 -10.22 -1.91  0.29
75 H -2.88 -8.94 -0.89  0.35
76 H -3.38 -10.47 -0.18  0.31
77 C -8.04 -12.07 -0.33  -0.76
78 C -6.64 -12.49 -0.20  0.36
79 N -5.53 -12.81 -0.09  -0.40
80 H -8.58 -12.68 -1.07  0.29
81 H -8.59 -12.17 0.61  0.26
82 H -8.13 -11.03 -0.65  0.26
83 C -5.21 0.05 6.68  -0.57
84 C -5.19 -0.95 7.76  0.26
85 N -5.17 -1.74 8.62  -0.38
86 H -4.85 1.02 7.02  0.28
87 H -4.58 -0.25 5.84  0.11
88 H -6.23 0.20 6.29  0.28
89 C 1.82 5.46 4.32  -0.33
90 C 1.48 4.94 5.65  0.09
91 N 1.21 4.53 6.71  -0.41
92 H 2.45 4.76 3.76  0.21
93 H 0.92 5.63 3.71  0.03
94 H 2.36 6.41 4.38  0.38
95 C 6.88 2.62 1.62  -0.74
96 C 6.05 1.41 1.51  0.58
97 N 5.40 0.45 1.43  -0.55
98 H 7.62 2.53 2.42  0.37
99 H 7.43 2.82 0.70  0.24
100 H 6.27 3.51 1.84  0.16
101 C 5.20 -1.93 -0.87  -0.45
102 C 5.02 -3.11 -1.73  0.27
103 N 4.87 -4.04 -2.41  -0.47
104 H 4.43 -1.17 -1.05  0.24
105 H 5.15 -2.19 0.19  0.04
106 H 6.17 -1.45 -1.04  0.30
107 C 1.74 0.01 -8.24  -0.74
108 C 0.63 -0.32 -7.34  0.43
109 N -0.26 -0.58 -6.63  -0.44
110 H 1.47 -0.11 -9.29  0.33
111 H 2.08 1.04 -8.10  0.13
112 H 2.61 -0.64 -8.06  0.27
113 C 1.59 5.28 10.31  -0.53
114 C 0.45 5.73 11.13  0.32
115 N -0.46 6.09 11.77  -0.37
116 H 2.43 5.97 10.38  0.25
117 H 1.94 4.29 10.64  0.25
118 H 1.32 5.19 9.26  0.11
119 C -2.36 -5.84 -4.40  -0.85
120 C -2.69 -6.36 -3.06  0.33
121 N -2.96 -6.77 -2.01  -0.28
122 H -1.72 -6.54 -4.96  0.34
123 H -3.25 -5.67 -5.00  0.27
124 H -1.81 -4.89 -4.34  0.19
125 C 4.32 5.96 -6.82  -0.89
126 C 3.49 4.75 -6.93  0.49
127 N 2.84 3.79 -7.02  -0.45
128 H 5.06 5.88 -6.02  0.25
129 H 4.86 6.17 -7.75  0.33
130 H 3.71 6.85 -6.61  0.28
131 C 6.57 -3.65 2.74  -0.84
132 C 7.14 -3.27 1.43  0.44
133 N 7.58 -2.96 0.40  -0.42
134 H 7.03 -3.09 3.56  0.27
135 H 5.49 -3.47 2.78  0.29
136 H 6.73 -4.72 2.95  0.31
137 C 6.34 9.43 -0.71  -0.89
138 C 6.16 8.25 -1.57  0.55
139 N 6.01 7.32 -2.25  -0.47
140 H 5.58 10.19 -0.89  0.27
141 H 6.29 9.17 0.36  0.26
142 H 7.32 9.91 -0.87  0.34

HOMO: -5.96 eV
DFT total energy: -114392.725 eV
total charge: -1
LUMO: 1.64 eV

Entry 2:
Entry from the Open Molecules 2025 dataset: a cluster of 2 separate species, C13H27NO7PS in total in a non-equilibrium geometry (the ωB97M-V functional and the def2-TZVPD basis).

Last column: Mulliken charge in e.
Cartesian coordinates (Å):
1 C 4.39 0.57 0.56  -1.16
2 C 3.55 1.19 -0.56  0.00
3 C 2.96 2.54 -0.14  -0.86
4 C 1.71 2.47 0.76  -0.47
5 O 1.35 1.12 1.05  -0.29
6 C -0.04 0.89 1.24  1.95
7 P -0.74 2.09 2.46  0.17
8 O 0.12 2.52 3.60  -0.73
9 C -0.20 -0.50 1.83  -2.79
10 C 0.26 -1.63 0.90  1.95
11 C 1.80 -1.78 0.99  -1.31
12 C -0.36 -2.94 1.38  -1.76
13 N -0.09 -1.35 -0.53  0.58
14 O -0.28 -2.42 -1.19  -0.70
15 C -1.12 -0.29 -0.84  1.60
16 C -0.99 0.04 -2.33  -1.90
17 C -2.55 -0.80 -0.62  -1.35
18 C -0.86 1.01 -0.04  -2.06
19 H 3.78 0.37 1.44  0.14
20 H 5.18 1.26 0.86  0.47
21 H 4.85 -0.37 0.24  0.31
22 H 4.21 1.38 -1.41  0.44
23 H 2.76 0.51 -0.88  -0.03
24 H 3.74 3.08 0.40  0.36
25 H 2.73 3.13 -1.03  0.36
26 H 0.88 2.98 0.27  0.39
27 H 1.90 2.98 1.71  0.33
28 H -1.92 1.44 2.87  0.09
29 H -1.23 3.15 1.67  0.10
30 H 0.39 -0.56 2.75  0.71
31 H -1.25 -0.65 2.12  0.48
32 H 2.27 -1.43 0.07  0.21
33 H 2.09 -2.82 1.12  0.38
34 H 2.23 -1.18 1.80  0.14
35 H 0.06 -3.79 0.86  0.41
36 H -0.12 -3.04 2.45  0.41
37 H -1.45 -2.94 1.29  0.34
38 H -0.95 -0.88 -2.91  0.45
39 H -0.07 0.61 -2.52  0.47
40 H -1.86 0.60 -2.66  0.46
41 H -2.67 -1.40 0.29  0.20
42 H -2.87 -1.35 -1.51  0.19
43 H -3.22 0.05 -0.58  0.45
44 H -1.85 1.40 0.22  0.66
45 H -0.41 1.77 -0.68  0.16
46 O -3.81 -1.07 -3.73  -0.71
47 S -5.23 -1.42 -3.37  1.13
48 O -6.18 -0.62 -4.19  -0.79
49 O -5.42 -1.09 -1.92  -0.77
50 O -5.46 -2.87 -3.59  -0.78

multiplicity: 2
HOMO (alpha / beta): 0.28 / 0.28 eV
DFT total energy: -49863.297 eV
total charge: -2
LUMO (alpha / beta): 3.96 / 3.96 eV

Entry 3:
Entry from the Open Molecules 2025 dataset: a structure of composition C15H39AsF6N3O11P2 in a non-equilibrium geometry (the ωB97M-V functional and the def2-TZVPD basis).

Last column: Mulliken charge in e.
Cartesian coordinates (Å):
1 As 0.24 1.10 -0.03  2.14
2 F -0.82 2.16 0.80  -0.47
3 F -0.52 -0.22 0.79  -0.54
4 F 1.30 -0.03 -0.84  -0.55
5 F 0.99 2.45 -0.80  -0.54
6 F 1.41 1.18 1.25  -0.44
7 F -0.84 0.95 -1.36  -0.54
8 C 4.16 2.45 5.86  0.16
9 O 5.27 2.83 5.55  -0.58
10 N 3.26 1.88 5.03  0.12
11 C 1.94 1.51 5.50  -0.86
12 C 3.48 1.76 3.61  -0.83
13 H 3.76 2.57 6.88  0.23
14 H 1.18 2.09 4.98  0.32
15 H 1.85 1.72 6.56  0.29
16 H 1.76 0.44 5.32  0.28
17 H 4.46 2.11 3.32  0.30
18 H 3.43 0.70 3.32  0.29
19 H 2.65 2.21 3.08  0.24
20 C 4.45 4.04 0.85  0.14
21 O 5.08 4.39 1.82  -0.61
22 N 4.97 3.55 -0.30  0.11
23 C 4.13 3.12 -1.40  -0.58
24 C 6.39 3.27 -0.39  -0.97
25 H 3.34 4.08 0.83  0.36
26 H 3.08 3.12 -1.11  0.00
27 H 4.38 2.10 -1.68  0.31
28 H 4.25 3.79 -2.26  0.29
29 H 6.82 3.80 -1.25  0.30
30 H 6.85 3.52 0.55  0.32
31 H 6.53 2.21 -0.60  0.33
32 C -1.47 -1.27 -4.87  0.13
33 O -2.40 -1.55 -5.61  -0.63
34 N -0.89 -2.09 -3.99  0.16
35 C 0.18 -1.63 -3.10  -0.93
36 C -1.40 -3.39 -3.73  -0.97
37 H -1.01 -0.27 -4.89  0.34
38 H 0.71 -2.54 -2.82  0.25
39 H -0.25 -1.18 -2.21  0.28
40 H 0.87 -0.96 -3.59  0.39
41 H -1.88 -3.46 -2.75  0.26
42 H -2.15 -3.67 -4.48  0.31
43 H -0.64 -4.18 -3.77  0.38
44 C -4.74 0.47 -2.07  -0.59
45 O -4.43 1.86 -2.11  -0.22
46 P -4.87 2.78 -0.91  0.75
47 O -6.27 2.71 -0.53  -0.73
48 O -3.82 2.37 0.21  0.14
49 C -4.09 2.70 1.57  -0.75
50 O -4.37 4.19 -1.40  -0.40
51 C -2.99 4.41 -1.66  -0.39
52 H -5.46 0.25 -2.86  0.26
53 H -5.14 0.16 -1.11  0.32
54 H -3.83 -0.08 -2.32  0.15
55 H -4.80 3.52 1.66  0.34
56 H -3.14 2.94 2.04  0.21
57 H -4.50 1.83 2.09  0.26
58 H -2.91 5.06 -2.53  0.28
59 H -2.45 3.48 -1.85  0.12
60 H -2.52 4.91 -0.82  0.23
61 C 0.13 -3.13 0.54  -0.64
62 O 0.53 -4.51 0.59  -0.45
63 P -0.50 -5.63 0.25  0.96
64 O -0.06 -6.99 0.57  -0.78
65 O -0.79 -5.37 -1.28  0.03
66 C -1.59 -6.31 -2.00  -0.81
67 O -1.86 -5.20 0.94  -0.29
68 C -2.22 -5.72 2.22  -0.72
69 H -0.91 -2.96 0.28  0.34
70 H 0.76 -2.59 -0.17  0.25
71 H 0.24 -2.65 1.51  0.34
72 H -0.94 -6.78 -2.74  0.28
73 H -2.38 -5.78 -2.53  0.28
74 H -2.01 -7.06 -1.33  0.38
75 H -3.26 -6.01 2.18  0.22
76 H -2.09 -4.96 3.00  0.25
77 H -1.58 -6.56 2.50  0.37

HOMO: -7.05 eV
DFT total energy: -138913.401 eV
total charge: -1
LUMO: 2.32 eV